{
  "formula": "C23H61N3O16S6",
  "method": "ωB97M-V/def2-TZVPD",
  "elements": ["C", "C", "S", "C", "C", "N", "C", "N", "O", "C", "C", "N", "C", "H", "H", "H", "H", "H", "H", "H", "H", "H", "H", "H", "H", "H", "H", "H", "H", "H", "H", "H", "H", "H", "O", "S", "O", "O", "C", "C", "C", "H", "H", "H", "H", "H", "H", "H", "H", "O", "S", "O", "O", "C", "C", "C", "H", "H", "H", "H", "H", "H", "H", "H", "O", "S", "O", "O", "C", "C", "C", "H", "H", "H", "H", "H", "H", "H", "H", "O", "S", "O", "O", "C", "C", "C", "H", "H", "H", "H", "H", "H", "H", "H", "O", "S", "O", "O", "C", "C", "C", "H", "H", "H", "H", "H", "H", "H", "H"],
  "xyz": [[2.145, -2.043, 2.058], [1.837, -0.543, 2.200], [0.109, -0.094, 2.019], [-0.325, -0.780, 0.405], [0.701, -0.478, -0.690], [0.803, 0.960, -0.958], [0.338, -1.202, -1.981], [0.189, -2.647, -1.760], [1.227, -0.928, -3.026], [2.611, -1.170, -2.835], [3.044, -2.620, -3.031], [3.339, -3.275, -1.759], [3.112, -4.712, -1.729], [2.081, -2.542, 3.017], [1.465, -2.519, 1.358], [3.155, -2.163, 1.670], [2.442, 0.038, 1.504], [2.107, -0.206, 3.197], [-0.505, -1.846, 0.505], [-1.260, -0.276, 0.152], [1.668, -0.837, -0.338], [0.349, 1.470, -0.212], [0.310, 1.162, -1.820], [-0.609, -0.763, -2.322], [0.160, -3.080, -2.677], [-0.736, -2.812, -1.383], [3.100, -0.532, -3.569], [2.949, -0.843, -1.852], [3.919, -2.653, -3.685], [2.214, -3.153, -3.488], [4.279, -3.059, -1.469], [2.125, -4.923, -1.314], [3.847, -5.201, -1.095], [3.170, -5.168, -2.721], [-2.016, 2.018, -3.305], [-2.048, 2.211, -4.724], [-2.388, 3.488, -5.263], [-2.981, 1.096, -5.360], [-4.323, 0.968, -4.829], [-5.253, 2.071, -5.286], [-0.525, 1.674, -5.419], [-4.266, 0.910, -3.742], [-4.657, 0.001, -5.200], [-4.955, 3.039, -4.889], [-6.264, 1.854, -4.941], [-5.260, 2.140, -6.374], [-0.272, 0.696, -5.016], [0.219, 2.411, -5.125], [-0.627, 1.648, -6.501], [-3.914, 4.792, 1.489], [-3.276, 3.799, 2.298], [-4.054, 3.083, 3.260], [-2.015, 4.452, 3.002], [-2.217, 5.692, 3.725], [-2.919, 5.501, 5.051], [-2.401, 2.657, 1.291], [-2.753, 6.390, 3.081], [-1.210, 6.075, 3.870], [-3.942, 5.156, 4.912], [-2.955, 6.447, 5.589], [-2.393, 4.764, 5.658], [-1.799, 3.208, 0.574], [-3.151, 2.059, 0.778], [-1.781, 2.029, 1.926], [3.708, -4.603, 3.280], [3.968, -5.976, 3.589], [2.948, -6.759, 4.210], [5.304, -6.060, 4.439], [5.405, -5.213, 5.610], [4.577, -5.709, 6.776], [4.554, -6.813, 2.159], [5.139, -4.193, 5.328], [6.465, -5.229, 5.852], [3.511, -5.660, 6.562], [4.782, -5.091, 7.650], [4.826, -6.744, 7.010], [5.345, -6.224, 1.704], [3.703, -6.902, 1.488], [4.910, -7.797, 2.454], [4.368, -5.600, -5.912], [4.815, -5.511, -7.268], [6.052, -4.860, -7.561], [3.652, -4.872, -8.137], [3.088, -3.619, -7.675], [3.992, -2.430, -7.919], [4.807, -7.104, -8.010], [2.828, -3.721, -6.620], [2.164, -3.527, -8.241], [4.903, -2.489, -7.327], [3.463, -1.516, -7.647], [4.276, -2.373, -8.970], [3.856, -7.586, -7.803], [5.626, -7.657, -7.555], [4.973, -6.992, -9.077], [-5.889, 7.970, 8.798], [-6.143, 7.531, 7.461], [-5.097, 7.606, 6.490], [-7.432, 8.278, 6.917], [-7.463, 9.722, 7.024], [-6.581, 10.413, 6.005], [-6.807, 5.905, 7.465], [-7.203, 10.004, 8.045], [-8.509, 9.971, 6.862], [-5.527, 10.205, 6.179], [-6.735, 11.490, 6.070], [-6.828, 10.081, 4.997], [-7.617, 5.856, 8.186], [-5.993, 5.242, 7.751], [-7.150, 5.668, 6.462]],
  "spin_multiplicity": 1,
  "e_homo_ev": -8.360,
  "homo_lumo_gap_ev": 8.7
}

{
  "formula": "C26H50NOP3Re",
  "method": "ωB97M-V/def2-TZVPD",
  "elements": ["Re", "P", "P", "P", "H", "C", "C", "H", "C", "C", "C", "C", "C", "C", "C", "C", "C", "H", "H", "H", "H", "H", "H", "H", "H", "H", "H", "H", "H", "H", "H", "H", "H", "H", "H", "H", "H", "H", "H", "H", "H", "H", "H", "H", "H", "H", "C", "C", "C", "C", "C", "C", "O", "H", "H", "H", "H", "H", "H", "C", "N", "C", "C", "C", "C", "C", "C", "C", "C", "H", "H", "H", "H", "H", "H", "H", "H", "H", "H", "H", "H", "H"],
  "xyz": [[-0.172, -0.394, 0.310], [-0.147, -2.102, 1.772], [-0.458, -1.773, -1.575], [-0.881, 1.144, 1.999], [-6.117, 4.379, -5.680], [-5.714, 5.246, -5.146], [-4.636, 5.908, -5.600], [-4.120, 5.598, -6.514], [-1.801, -2.789, 2.264], [0.616, -3.711, 1.271], [0.522, -1.900, 3.489], [-0.609, -0.883, -3.178], [0.819, -2.993, -2.065], [-2.003, -2.773, -1.627], [-1.121, 2.875, 1.428], [0.196, 1.511, 3.440], [-2.535, 0.802, 2.729], [-6.258, 5.582, -4.257], [-4.259, 6.803, -5.095], [-1.632, -3.665, 2.909], [-2.364, -3.096, 1.375], [-2.377, -2.039, 2.817], [0.608, -4.394, 2.134], [1.648, -3.605, 0.927], [0.028, -4.173, 0.467], [-0.255, -2.184, 4.210], [0.818, -0.867, 3.701], [1.389, -2.552, 3.656], [-0.533, -1.605, -4.000], [0.198, -0.151, -3.284], [-1.571, -0.361, -3.248], [0.336, -3.871, -2.513], [1.423, -3.316, -1.213], [1.483, -2.527, -2.802], [-2.128, -3.186, -2.638], [-2.863, -2.133, -1.396], [-1.969, -3.594, -0.899], [-1.130, 3.536, 2.303], [-2.064, 2.987, 0.882], [-0.291, 3.165, 0.774], [0.030, 2.553, 3.742], [1.249, 1.404, 3.150], [-0.033, 0.858, 4.288], [-2.931, 1.727, 3.170], [-2.475, 0.025, 3.501], [-3.219, 0.467, 1.939], [-1.802, 1.705, -1.523], [-3.133, 1.192, -1.474], [-4.167, 1.949, -2.012], [-3.902, 3.179, -2.614], [-2.597, 3.674, -2.692], [-1.542, 2.943, -2.177], [-0.786, 1.081, -0.961], [-1.781, -0.663, 0.347], [-3.316, 0.228, -0.992], [-5.187, 1.563, -1.957], [-4.724, 3.759, -3.043], [-2.390, 4.639, -3.158], [-0.506, 3.279, -2.216], [5.426, -1.632, 2.995], [4.538, -1.977, 1.846], [4.273, -3.449, 1.819], [3.244, -1.116, 1.802], [3.222, -0.124, 0.685], [4.410, 0.588, 0.430], [4.529, 1.386, -0.705], [3.424, 1.535, -1.541], [2.217, 0.898, -1.241], [2.064, 0.107, -0.100], [4.909, -1.881, 3.928], [5.658, -0.565, 2.961], [6.347, -2.218, 2.901], [5.067, -1.771, 0.982], [3.637, -3.717, 2.672], [3.783, -3.699, 0.873], [5.236, -3.973, 1.885], [2.415, -1.831, 1.713], [3.152, -0.655, 2.798], [5.270, 0.500, 1.110], [5.465, 1.886, -0.934], [3.484, 2.176, -2.421], [1.368, 1.072, -1.902]],
  "spin_multiplicity": 4,
  "e_homo_ev": [-18.929, -18.694],
  "total_charge": 4,
  "de_lowest_kcal_mol": 0.0,
  "homo_lumo_gap_ev": [6.1, 3.5]
}

{
  "formula": "C24H50BrN4O8P2",
  "method": "ωB97M-V/def2-TZVPD",
  "elements": ["Br", "N", "C", "C", "C", "N", "C", "N", "C", "C", "C", "C", "N", "C", "C", "C", "C", "H", "H", "H", "H", "H", "H", "H", "H", "H", "H", "H", "H", "H", "H", "H", "H", "H", "H", "H", "H", "O", "P", "O", "C", "C", "O", "C", "C", "O", "C", "C", "H", "H", "H", "H", "H", "H", "H", "H", "H", "H", "H", "H", "H", "H", "H", "O", "P", "O", "C", "C", "O", "C", "C", "O", "C", "C", "H", "H", "H", "H", "H", "H", "H", "H", "H", "H", "H", "H", "H", "H", "H"],
  "xyz": [[2.020, -4.531, -0.336], [0.393, -4.790, -1.298], [0.585, -6.083, -2.059], [0.615, -7.438, -1.137], [-0.443, -7.446, 0.120], [-0.260, -6.096, 0.837], [-0.663, -5.080, -0.253], [-1.919, -4.510, -0.306], [-2.363, -3.543, -1.388], [-3.383, -4.303, -2.470], [-4.937, -3.807, -2.313], [-5.685, -4.303, -0.928], [-6.243, -5.722, -1.002], [-6.630, -6.513, 0.258], [-7.262, -8.008, -0.073], [-7.195, -8.064, -1.715], [-6.539, -6.628, -2.175], [1.625, -6.019, -2.639], [-0.241, -6.208, -2.900], [1.728, -7.713, -0.804], [0.279, -8.332, -1.852], [-1.531, -7.438, -0.370], [-0.348, -8.367, 0.836], [-0.940, -6.037, 1.626], [-2.615, -4.764, 0.440], [-1.476, -3.016, -1.956], [-3.050, -2.735, -0.843], [-3.258, -5.467, -2.479], [-3.019, -3.923, -3.541], [-5.620, -4.036, -3.258], [-4.902, -2.616, -2.245], [-6.645, -3.601, -0.819], [-5.046, -4.100, 0.044], [-6.579, -6.212, 1.387], [-7.674, -8.823, 0.681], [-7.570, -8.969, -2.392], [-6.357, -6.374, -3.303], [1.451, 3.261, -0.920], [0.461, 2.073, -0.993], [0.607, 1.863, -2.633], [1.870, 1.583, -3.201], [2.127, 0.092, -3.250], [-0.912, 3.014, -1.026], [-0.913, 4.289, -0.401], [-0.597, 5.378, -1.413], [-0.645, 0.745, -1.075], [-0.204, -0.564, -0.776], [0.790, -0.641, 0.364], [2.675, 2.091, -2.663], [1.860, 1.979, -4.222], [2.282, -0.303, -2.242], [3.019, -0.134, -3.837], [1.273, -0.438, -3.685], [-0.219, 4.310, 0.446], [-1.914, 4.458, 0.010], [0.298, 5.152, -1.999], [-0.448, 6.340, -0.914], [-1.421, 5.481, -2.126], [0.195, -1.024, -1.682], [-1.093, -1.143, -0.505], [1.691, -0.056, 0.155], [1.090, -1.678, 0.538], [0.352, -0.245, 1.287], [5.566, 6.835, 3.289], [4.251, 6.067, 3.013], [3.260, 7.254, 3.614], [3.287, 8.550, 3.051], [2.301, 8.669, 1.908], [4.319, 5.137, 4.393], [5.577, 4.809, 4.964], [5.934, 5.795, 6.064], [2.781, 5.209, 2.705], [2.196, 5.244, 1.418], [3.195, 5.214, 0.279], [4.292, 8.824, 2.718], [3.004, 9.253, 3.843], [2.640, 8.083, 1.049], [2.198, 9.707, 1.584], [1.316, 8.289, 2.200], [6.355, 4.759, 4.196], [5.495, 3.804, 5.393], [5.833, 6.833, 5.738], [6.963, 5.640, 6.405], [5.263, 5.667, 6.919], [1.539, 6.112, 1.346], [1.550, 4.363, 1.340], [3.884, 6.063, 0.324], [2.676, 5.249, -0.683], [3.799, 4.301, 0.318]],
  "spin_multiplicity": 1,
  "e_homo_ev": -10.102,
  "total_charge": 1,
  "homo_lumo_gap_ev": 5.3
}

no.,largest force on an atom (eV/A)
1,0.634
2,6.326
3,9.921